1.
71
Properties=species:S:1:pos:R:3:forces:R:3:lowdin_charge:R:1 method="wB97M-V/def2-TZVPD" energy_ev=-379181.9376 lumo_energy_ev=-1.6 total_charge=0 relative_energy_kcal_mol=403.7 e_homo_ev=-8.38
O 2.1291 -5.0594 -1.2613 1.057 3.346 -0.714 0.03
B 1.8856 -3.7511 -1.9248 0.801 -0.206 -0.673 -0.42
O 2.6135 -3.2947 -3.1614 0.325 -0.470 3.797 0.01
C 0.7535 -2.6557 -1.3501 -3.447 0.743 0.858 0.02
C -0.8678 -2.9893 -1.4007 2.981 4.015 1.735 0.07
C -1.8541 -1.7676 -0.8252 -0.609 -0.348 -0.241 -0.22
N -3.3611 -1.8971 -0.8306 5.406 3.800 1.397 -0.28
S -3.8834 -0.3450 -0.1702 5.111 -0.894 0.224 0.78
N -2.4144 0.5476 0.1804 1.889 -5.168 -2.276 -0.30
C -1.2678 -0.3507 -0.2405 -1.400 -0.634 -0.240 -0.21
C 0.3565 -0.0548 -0.1694 0.262 -3.616 -1.769 0.01
C 1.3874 -1.2393 -0.7449 -3.622 1.841 0.776 -0.10
C 2.9857 -0.8764 -0.6928 2.868 1.147 -0.151 -0.10
C 4.1445 -1.7535 0.1080 0.637 3.769 -2.706 -0.01
C 5.6811 -1.1940 0.0102 -2.377 0.732 -1.036 -0.10
N 6.1823 0.0154 -0.7265 -6.247 -1.598 0.230 -0.02
C 5.1109 0.8137 -1.4133 -1.519 -1.834 0.925 -0.10
C 3.5044 0.5007 -1.4834 2.392 -3.345 3.888 -0.18
H 3.0890 -5.1293 -0.9650 -1.722 -0.053 -0.963 0.11
H 3.5164 -2.9338 -2.8780 -1.687 -0.744 -0.704 0.11
H -1.3374 -3.9938 -1.7958 1.234 2.331 0.879 0.11
H 0.8000 0.9577 0.2761 -1.205 -2.600 -1.092 0.05
H 3.8461 -2.7125 0.7120 0.849 2.320 -1.423 -0.01
H 6.5025 -1.8354 0.5939 -1.918 1.733 -1.524 0.11
H 5.4747 1.7833 -2.0087 -0.740 -2.693 1.700 0.01
H 2.6862 1.1396 -2.0244 2.033 -1.147 1.889 0.00
C 7.6043 4.4240 -3.2955 0.165 0.069 0.047 -1.52
Cl 8.7409 3.4837 -4.2770 -0.175 0.157 0.098 0.52
Cl 6.0172 3.6370 -3.2563 0.173 0.426 -0.266 0.54
Cl 8.2322 4.6402 -1.6527 -0.102 0.011 -0.234 0.52
H 7.4886 5.4100 -3.7524 0.011 -0.357 0.157 0.02
C -7.6856 -0.8454 -2.2502 -0.195 -0.204 -0.045 -1.49
Cl -6.0640 -0.9548 -1.5447 -1.317 -0.223 -0.913 0.49
Cl -8.8973 -1.4847 -1.1264 0.213 -0.177 -0.397 0.50
Cl -8.0632 0.8303 -2.6849 0.053 -0.170 0.025 0.52
H -7.7068 -1.4504 -3.1601 0.020 0.229 0.306 0.02
C 2.9594 0.9491 -5.6051 -0.056 -0.302 -0.343 -1.48
Cl 1.2503 0.9674 -6.0721 0.195 -0.022 0.019 0.53
Cl 3.6677 2.5645 -5.7742 -0.049 -0.191 0.018 0.51
Cl 3.1442 0.3596 -3.9444 0.000 -0.006 -2.024 0.65
H 3.4918 0.2679 -6.2736 -0.189 0.274 0.166 0.02
C -10.6337 0.8289 2.1983 0.065 0.138 -0.005 -1.53
Cl -9.9046 0.1023 3.6405 -0.099 0.119 -0.143 0.52
Cl -9.4393 0.9592 0.8958 -0.252 0.238 0.380 0.49
Cl -12.0343 -0.1168 1.6657 0.127 0.128 0.053 0.51
H -10.9748 1.8350 2.4546 0.102 -0.371 -0.077 0.02
C 0.3534 4.2246 0.4462 -0.236 0.205 0.106 -1.48
Cl 1.4900 3.2842 -0.5353 0.022 0.231 -0.001 0.55
Cl -1.2337 3.4376 0.4854 1.141 0.004 0.795 0.49
Cl 0.9812 4.4408 2.0890 -0.149 -0.048 -0.487 0.50
H 0.2377 5.2106 -0.0107 0.059 -0.337 0.112 0.02
C 1.9488 -2.9227 3.4387 -0.187 0.313 0.256 -1.49
Cl 1.0823 -1.6000 2.6392 0.220 -0.270 0.197 0.57
Cl 0.8484 -3.8544 4.4687 0.241 0.112 -0.158 0.51
Cl 2.7199 -3.9755 2.2400 -0.230 -0.306 0.336 0.57
H 2.7291 -2.4909 4.0705 -0.241 -0.177 -0.239 0.02
C -3.4986 5.2908 -2.4709 -0.114 -0.285 -0.080 -1.52
Cl -5.2444 5.5937 -2.4786 0.186 0.017 -0.056 0.52
Cl -2.6332 6.6583 -1.7493 -0.022 -0.098 -0.070 0.52
Cl -3.1311 3.7923 -1.5997 -0.688 0.396 -0.986 0.48
H -3.1640 5.1787 -3.5053 -0.112 0.064 0.366 0.02
C -0.2443 3.3825 5.7506 -0.088 -0.037 0.020 -1.52
Cl 0.0344 1.6551 5.4718 -0.026 0.203 0.051 0.51
Cl 1.1257 4.3373 5.1580 -0.054 -0.058 0.483 0.48
Cl -1.7485 3.9035 4.9724 0.192 -0.054 0.126 0.52
H -0.3386 3.5468 6.8270 0.050 -0.050 -0.388 0.02
C -0.2088 -7.4946 6.5719 0.043 -0.041 0.039 -1.53
Cl 1.3090 -7.3617 5.6674 -0.167 -0.035 0.161 0.50
Cl -1.1981 -6.0424 6.3436 0.095 -0.154 0.079 0.50
Cl -1.1038 -8.9413 6.0761 0.113 0.176 0.110 0.52
H 0.0303 -7.5849 7.6345 -0.090 0.037 -0.380 0.02

=====

2.
52
Properties=species:S:1:pos:R:3:forces:R:3:lowdin_spin:R:1 method="wB97M-V/def2-TZVPD" energy_ev=-385313.5231 lumo_energy_ev="4.1 / 4.1" spin_multiplicity=2 total_charge=-2 e_homo_ev="-1.50 / -1.55"
Ru -0.3733 0.2742 0.2921 -0.236 0.790 -0.101 0.86
N -2.8620 0.5513 0.6773 0.370 0.247 -0.149 0.07
C -3.3171 -0.1859 1.8346 -0.073 0.038 0.547 0.00
C -2.2307 -0.2044 2.9378 -0.189 -0.162 -0.513 0.01
O -2.5806 -0.4299 4.1063 -0.226 -0.109 0.356 0.00
N -1.0086 0.0104 2.5001 0.071 0.520 -1.369 0.07
C 0.0527 0.1160 3.4517 0.757 0.480 -0.021 0.00
C 1.2955 0.8943 2.8789 -1.154 -1.006 1.935 0.00
O 2.1625 1.2194 3.6854 0.305 0.214 0.057 0.00
O 1.3252 1.0816 1.6409 -1.034 -0.596 -2.857 -0.02
H -2.6577 1.5179 0.9292 -0.086 -0.084 -0.304 0.00
H -3.5111 0.5318 -0.1030 0.278 0.043 0.009 0.00
H -3.5313 -1.2213 1.5416 0.029 0.077 0.078 0.00
H -4.2308 0.2420 2.2858 0.238 -0.232 -0.021 0.00
H 0.4516 -0.8745 3.7231 -0.083 0.032 0.178 0.00
H -0.2874 0.6027 4.3775 0.198 -0.150 -0.171 0.00
Br -1.2759 3.4288 -6.1989 0.006 -0.008 -0.108 0.00
C -1.1625 3.1564 -4.3249 -0.052 0.690 -0.196 0.00
C -1.0261 4.2362 -3.4743 -0.105 0.003 -0.561 0.00
Br -1.0483 6.0049 -4.1623 0.067 0.064 -0.011 0.00
C -0.9337 4.0180 -2.1024 0.077 0.085 0.499 0.00
Br -0.7283 5.4823 -0.9018 0.004 -0.161 0.059 0.00
C -0.9791 2.7440 -1.5275 -0.156 -0.198 -1.339 0.00
O -0.8666 2.5428 -0.2778 0.742 -1.716 1.834 -0.01
C -1.2256 1.6120 -2.4245 0.145 1.120 -0.137 0.00
O -1.4113 0.4494 -1.9392 0.134 -1.264 1.440 0.04
C -1.2624 1.8755 -3.7937 -0.029 -0.408 0.047 0.00
Br -1.5268 0.3825 -4.9362 -0.019 -0.190 0.078 0.00
Se 1.3358 -0.6041 -1.4675 -0.709 0.672 0.813 -0.01
C 2.9450 -0.2652 -0.5004 -0.014 -0.118 -0.286 0.00
C 3.4582 -1.1882 0.4041 -0.117 0.049 -0.060 0.00
C 4.6578 -0.9335 1.0404 0.248 -0.067 0.179 0.00
C 5.3554 0.2356 0.7818 0.141 0.012 0.017 0.00
C 4.8425 1.1559 -0.1189 0.237 0.079 0.097 0.00
C 3.6447 0.9092 -0.7567 -0.142 -0.049 -0.027 0.00
H 2.9033 -2.0952 0.6146 -0.001 0.018 -0.042 0.00
H 5.0604 -1.6505 1.7463 -0.035 -0.012 0.050 0.00
H 6.2956 0.4326 1.2838 -0.019 -0.003 0.025 0.00
H 5.3820 2.0722 -0.3203 0.011 0.074 0.012 0.00
H 3.2273 1.6278 -1.4498 -0.009 -0.003 0.001 0.00
C -2.1762 -2.5327 -1.5741 0.120 0.188 -0.042 0.00
C -1.3802 -3.0045 -0.4224 -0.152 -0.061 -0.228 0.00
N -0.8265 -2.2418 0.4872 0.254 1.120 -0.327 0.00
C -0.2000 -3.0644 1.3710 0.146 -0.398 0.208 0.00
C -0.3739 -4.3607 0.9904 0.192 -0.014 0.341 0.00
N -1.1331 -4.3140 -0.1541 -0.062 0.198 -0.025 0.00
H -1.7113 -1.6259 -1.9624 -0.102 0.071 -0.164 0.00
H -3.1828 -2.2686 -1.2527 -0.117 0.010 -0.016 0.00
H -2.2338 -3.2856 -2.3569 -0.011 -0.065 -0.070 0.00
H 0.3367 -2.6631 2.2083 0.072 0.008 0.155 0.00
H -0.0421 -5.2893 1.4120 0.074 -0.065 0.082 0.00
H -1.4346 -5.1033 -0.7020 0.015 0.235 0.051 0.00

=====

3.
49
Properties=species:S:1:pos:R:3:forces:R:3:lowdin_charge:R:1 method="wB97M-V/def2-TZVPD" energy_ev=-61712.2162 lumo_energy_ev=-0.6 total_charge=0 relative_energy_kcal_mol=2.6 e_homo_ev=-8.38 smiles="CCN(C)S(=O)(=O)Nc1ccc(F)c(C(=O)c2cnc3[nH]cc(-c4cncs4)cc2-3)c1F"
O 2.5574 -2.0047 1.1865 -0.052 0.148 0.242 0.11
O -0.5545 5.4413 2.2422 0.408 -1.800 -1.888 -0.30
O 1.4744 5.1632 0.8876 -2.126 -0.772 -0.341 -0.30
F 2.9519 -0.7743 3.9070 -0.387 0.426 -0.057 0.09
F 0.0761 0.5273 0.3139 0.517 -0.076 0.702 0.08
N 1.4027 -6.8664 -4.4890 0.488 0.798 0.259 -0.02
N -1.9487 -2.8959 1.3548 -0.456 0.073 1.108 0.09
S 2.7670 -5.4982 -2.7410 -1.369 -0.532 -0.513 1.03
C 1.4857 -1.5804 1.6038 1.049 -1.564 -1.382 -0.31
C 2.6162 -6.4849 -4.1819 -0.479 -0.294 0.354 -0.46
C -1.3618 -3.6094 0.4237 -0.250 -0.539 -0.552 -0.27
C 0.4805 -6.3056 -3.6184 0.784 -0.460 0.395 -0.18
C -0.9404 -2.1624 2.0130 -0.117 -1.149 -2.601 -0.02
C 0.8375 -3.9590 -0.5864 -0.691 -1.717 -1.162 0.09
C 1.0133 -5.5934 -2.5697 -0.091 -0.184 -0.500 -0.48
C 0.2726 -2.3445 1.3511 -0.503 0.486 1.478 -0.12
C 0.0631 -3.3833 0.3631 -0.119 0.829 -0.097 -0.11
C 0.2241 -4.9736 -1.4980 -0.215 1.742 1.435 -0.18
C -1.1506 -5.2137 -1.3886 0.327 0.931 0.456 0.00
C 2.1565 1.4758 3.7580 0.054 0.088 -0.150 0.02
C 1.3937 2.4514 3.0888 0.813 -0.322 0.400 0.00
C 2.1896 0.1557 3.2939 -0.063 0.819 -0.093 -0.21
C 0.7655 0.7983 1.4618 0.332 -0.200 0.875 -0.12
C 1.4627 -0.2172 2.1686 -1.137 1.342 -0.477 -0.02
C 0.7417 2.1238 1.9118 -0.586 0.367 -0.501 -0.21
N -1.9581 -4.4901 -0.4970 1.974 -0.030 0.352 0.14
N -0.0114 3.0540 1.1516 -0.749 1.135 -0.506 -0.05
N -0.8657 4.9513 -0.3453 0.976 -0.843 1.104 -0.30
C -0.2714 5.9214 -1.2565 0.533 0.381 -1.041 -0.10
C -3.1125 4.7186 -1.3687 0.236 -0.423 0.467 -0.08
C -2.3097 5.0779 -0.1001 -0.151 0.167 -0.297 -0.27
S 0.0759 4.7683 1.0940 1.178 0.799 0.835 0.71
H 3.5222 -6.8142 -4.7033 -0.522 0.206 0.142 0.08
H -0.5921 -6.5339 -3.7238 0.808 0.172 -0.190 0.11
H -1.1465 -1.5305 2.8705 -0.133 -0.088 -0.266 0.12
H 1.8943 -3.7022 -0.6292 -0.160 -0.145 -0.190 0.11
H -1.6447 -5.9363 -2.0583 0.089 0.585 0.694 0.12
H 2.7776 1.7868 4.6025 -0.334 -0.325 -0.199 0.12
H 1.3878 3.4870 3.4575 -0.030 -0.575 -0.216 0.13
H -2.9457 -4.6987 -0.4136 0.199 0.092 -0.013 0.16
H -0.4218 2.7328 0.2719 0.373 0.008 0.528 0.11
H -0.8821 6.1468 -2.1618 0.058 -0.634 0.879 0.10
H 0.7112 5.5944 -1.6328 -0.443 -0.127 0.311 0.09
H -0.1088 6.8649 -0.7679 0.053 0.655 0.281 0.08
H -4.1711 4.6395 -1.0902 0.215 0.118 -0.193 0.08
H -2.9942 5.4723 -2.1421 -0.110 0.006 -0.079 0.06
H -2.7951 3.7327 -1.7790 -0.131 0.669 0.340 0.09
H -2.5130 6.0943 0.2719 -0.246 -0.186 -0.220 0.12
H -2.6014 4.3932 0.6933 0.187 -0.056 0.086 0.11

=====

4.
48
Properties=species:S:1:pos:R:3:forces:R:3:lowdin_charge:R:1 method="wB97M-V/def2-TZVPD" energy_ev=-52107.9917 lumo_energy_ev=0.3 total_charge=0 e_homo_ev=-8.24 smiles="CC(=O)[C@@H]1[C@@H](c2cn(-c3ccccc3)nc2-c2cccs2)NC(=O)N[C@]1(O)C(F)(F)F"
C -1.2425 -0.1173 -2.8874 0.057 -0.291 -0.255 0.02
C -1.1013 -0.8550 -1.5941 -0.159 0.513 -0.015 -0.40
O -0.5994 -1.9406 -1.4794 0.112 -0.201 0.016 0.12
C -1.6200 -0.0794 -0.3741 -0.103 -0.420 0.281 -0.09
H -1.4897 0.9919 -0.5546 -0.046 -0.128 0.009 0.15
C -0.8332 -0.4814 0.8825 -0.007 -0.270 -0.277 -0.20
N -1.3548 0.2624 2.0091 0.400 0.006 0.098 0.13
C -2.6787 0.4480 2.2255 -0.123 -0.087 -0.345 -0.55
O -3.1375 0.9204 3.2381 -0.212 0.201 0.552 0.07
N -3.5019 0.0643 1.1812 -0.076 -0.020 -0.032 0.19
H -4.4846 0.2101 1.3680 0.149 -0.014 0.050 0.16
C -3.1323 -0.2709 -0.1638 0.060 -0.392 0.128 -0.39
O -3.7851 0.5419 -1.0971 -0.143 0.237 -0.264 0.07
H -4.7455 0.4664 -1.0101 0.128 -0.090 0.032 0.12
C -3.6084 -1.7326 -0.4206 -0.253 -0.033 -0.068 -0.55
F -3.0063 -2.6378 0.3457 0.208 0.071 0.135 0.18
F -3.4720 -2.1091 -1.6942 0.130 0.095 -0.133 0.17
F -4.9295 -1.8088 -0.1515 -0.258 0.152 0.100 0.14
H -0.7504 0.4135 2.8020 -0.129 0.019 0.004 0.16
C 0.6208 -0.2072 0.6725 0.275 -0.125 0.129 -0.10
C 1.6215 -1.1501 0.7204 -0.298 0.302 0.053 0.03
N 2.7786 -0.5385 0.3818 -0.954 -0.072 0.123 -0.07
N 2.5768 0.7497 0.1165 0.140 0.699 -0.175 0.13
C 1.2842 0.9895 0.2813 0.308 -0.942 0.267 -0.25
C 0.7763 2.3147 0.0347 0.018 0.752 -0.298 -0.47
C -0.3262 2.9546 0.5330 0.272 -0.231 -0.014 -0.12
C -0.4625 4.2702 0.0463 0.045 0.265 -0.182 -0.18
C 0.5306 4.6167 -0.8134 0.244 -0.224 -0.069 -0.41
S 1.6652 3.3476 -1.0434 -0.519 0.006 0.303 1.05
H 0.6699 5.5473 -1.3263 -0.006 0.224 -0.084 0.06
H -1.2660 4.9261 0.3294 -0.117 0.142 0.029 0.10
H -0.9998 2.5187 1.2477 -0.065 -0.120 0.091 0.10
C 4.0657 -1.0808 0.2905 0.939 -0.214 -0.095 -0.18
C 5.1326 -0.2197 0.0468 -0.176 0.024 0.025 -0.01
C 6.4154 -0.7226 -0.0473 -0.016 -0.110 0.011 -0.08
C 6.6459 -2.0809 0.1008 0.087 -0.049 -0.009 -0.09
C 5.5831 -2.9360 0.3386 0.062 0.022 0.007 -0.08
C 4.2933 -2.4455 0.4332 -0.179 0.184 -0.004 -0.02
H 3.4768 -3.1276 0.6075 -0.094 -0.067 0.013 0.10
H 5.7563 -3.9958 0.4496 -0.001 -0.083 0.008 0.10
H 7.6490 -2.4725 0.0285 0.084 -0.037 -0.007 0.10
H 7.2391 -0.0511 -0.2362 0.056 0.069 -0.014 0.10
H 4.9295 0.8328 -0.0668 0.035 0.055 0.000 0.10
H 1.5536 -2.1897 0.9619 0.033 -0.247 0.014 0.13
H -0.9503 -1.5635 1.0465 0.040 0.236 -0.115 0.16
H -2.2269 0.3391 -2.9512 -0.047 0.075 -0.012 0.08
H -0.4982 0.6783 -2.9108 0.073 0.147 0.032 0.10
H -1.0734 -0.7884 -3.7244 0.028 -0.027 -0.044 0.09

=====

5.
50
Properties=species:S:1:pos:R:3:forces:R:3:lowdin_charge:R:1 method="wB97M-V/def2-TZVPD" energy_ev=-103428.9086 lumo_energy_ev="-8.6 / -8.6" total_charge=+2 e_homo_ev="-13.60 / -13.60"
Tc -1.0924 0.2451 -1.5092 0.248 0.248 0.723 1.23
N -2.0608 3.6650 -0.7758 0.075 0.038 -0.008 0.13
C -2.3598 2.7095 0.0908 0.112 -0.191 -0.038 -0.65
N -2.1586 1.3945 -0.0981 -0.265 0.133 0.106 -0.06
C -2.6521 0.6726 1.0068 0.003 -0.076 -0.217 -0.33
C -3.1325 1.4137 2.0124 0.021 0.054 0.112 -0.30
S -3.0468 3.0946 1.6208 -0.052 0.016 0.079 1.14
C -2.6781 -0.7717 0.8410 0.013 0.122 -0.083 -0.32
C -3.2464 -1.7123 1.6126 -0.030 -0.080 0.052 -0.30
S -3.2074 -3.2404 0.8095 -0.033 -0.007 0.063 1.14
C -2.4108 -2.5149 -0.5385 -0.033 0.044 -0.139 -0.68
N -2.1606 -1.2283 -0.3675 -0.082 -0.190 0.084 -0.08
N -2.0648 -3.2268 -1.6142 0.061 -0.015 0.038 0.13
H -1.7432 3.4298 -1.7103 -0.053 0.004 -0.013 -0.04
H -2.3029 4.6218 -0.5784 0.006 0.001 0.012 0.12
H -3.5666 1.0839 2.9417 -0.002 0.004 -0.016 0.10
H -3.7320 -1.6027 2.5679 -0.016 0.010 -0.025 0.09
H -2.3330 -4.1916 -1.7014 -0.023 0.002 -0.006 0.12
H -1.6397 -2.7643 -2.4055 0.000 0.016 0.003 0.01
S -0.0717 -0.9553 -4.9389 -0.080 -0.217 0.046 -0.09
Sb -0.9283 1.3568 -5.2931 -0.295 0.089 -0.103 0.72
S 0.1967 -1.2857 -2.9305 0.246 0.052 -0.173 0.18
S -0.7126 2.0842 -3.0873 0.046 0.065 0.092 0.01
S 1.2939 0.4454 -5.6336 0.171 -0.052 -0.028 0.05
F -2.5336 -0.1849 -2.6030 0.027 -0.039 -0.204 -0.51
C 3.9543 -2.6578 2.6036 0.041 0.007 0.027 0.00
C 3.9344 -1.3746 2.0525 -0.015 -0.009 -0.019 -0.03
C 2.8749 -0.9783 1.2714 0.008 0.008 0.010 0.02
C 1.8052 -1.8718 1.0289 -0.051 -0.013 -0.021 -0.18
C 1.8618 -3.1740 1.5753 0.028 -0.047 0.046 0.01
C 2.9220 -3.5597 2.3648 -0.046 0.000 -0.042 -0.03
C 0.6571 -1.5578 0.2564 0.187 0.099 0.056 0.01
C 0.2998 -0.3489 -0.3000 -0.293 -0.266 -0.166 -0.35
C 0.8316 0.9979 -0.1232 -0.053 0.201 -0.203 -0.35
C 1.5863 1.6035 -1.1358 0.217 0.015 0.057 -0.11
C 2.0690 2.9001 -0.9702 -0.002 -0.113 -0.062 -0.05
C 1.8125 3.5746 0.2035 -0.052 0.018 0.126 -0.01
C 1.0835 2.9694 1.2461 0.106 0.071 -0.039 -0.03
C 0.5922 1.7032 1.0876 -0.021 -0.063 -0.087 -0.03
H 4.7922 -2.9592 3.2189 0.001 0.007 -0.006 0.13
H 4.7582 -0.6984 2.2343 -0.003 -0.004 0.001 0.12
H 2.8771 0.0062 0.8277 -0.009 0.006 0.019 0.11
H 1.0531 -3.8659 1.3718 0.004 0.004 0.008 0.13
H 2.9579 -4.5537 2.7881 0.000 0.006 0.000 0.12
H -0.0076 -2.3938 0.0681 -0.013 -0.001 -0.007 0.10
H 1.8228 1.0372 -2.0265 -0.040 0.024 -0.026 0.09
H 2.6472 3.3648 -1.7567 -0.006 0.001 -0.001 0.12
H 2.1895 4.5808 0.3360 0.004 -0.010 0.013 0.12
H 0.9248 3.5032 2.1736 0.003 0.012 -0.009 0.12
H 0.0442 1.2150 1.8857 -0.059 0.017 -0.032 0.13